No. 1
The following is a DFT calculation (ωB97M-V with the def2-TZVPD basis set) of a molecular structure, C41H99AgF6N5O15 in a non-equilibrium geometry.

Geometry as XYZ:
```
167
Properties=species:S:1:pos:R:3:lowdin_charge:R:1
Ag 5.27 1.92 -1.91 0.07
F -6.20 -0.29 -11.16 0.19
F -5.28 -1.47 -9.75 0.16
F -7.40 -1.53 -9.94 0.11
F -4.01 1.66 10.28 0.15
F -3.73 2.62 8.40 0.15
F -2.19 1.34 9.25 0.10
O 2.25 -1.44 1.24 -0.28
O 1.40 -0.69 -9.14 -0.17
O -5.89 1.68 -8.93 -0.20
O -4.27 -7.11 5.15 -0.25
O 4.35 -8.29 -2.24 -0.21
O 4.81 0.38 7.56 -0.17
O 9.14 -7.54 -0.63 -0.20
O -2.57 3.49 11.61 -0.10
O -8.34 -3.78 4.64 -0.20
O -3.93 6.02 -1.06 -0.19
O -6.17 -0.20 -7.64 -0.11
O 4.97 4.69 7.79 -0.19
O -3.01 4.75 9.77 -0.09
O -4.09 9.73 -3.30 -0.19
O 2.45 2.58 -12.09 -0.21
N -3.06 7.05 -3.46 0.08
N 6.65 -6.87 -1.00 0.08
N 2.57 2.17 -9.15 0.02
N 5.59 2.57 5.67 0.07
N -6.79 -6.28 4.97 0.05
C 6.52 2.12 6.74 -0.08
C 0.48 -2.15 2.67 -0.09
C -3.12 2.29 9.52 -0.61
C 5.37 -0.86 7.08 -0.09
C -3.91 11.08 -2.83 -0.06
C 7.65 -5.71 -0.81 -0.04
C -3.48 5.51 0.22 -0.06
C 0.87 0.56 -8.64 -0.19
C 1.39 -2.50 1.47 -0.68
C -6.22 -5.07 4.21 -0.05
C -2.22 5.93 10.02 -0.27
C 3.36 -9.08 -1.66 -0.11
C 9.60 -8.49 0.36 -0.06
C -3.16 9.40 -4.29 -0.26
C 6.74 -7.64 -2.36 -0.04
C -4.85 -6.70 6.47 -0.15
C -3.34 7.96 -4.69 -0.04
C -2.50 3.49 10.22 -0.42
C 3.32 3.19 -9.92 -0.09
C -6.44 -1.35 -5.53 -0.08
C 1.24 1.65 -9.61 -0.06
C -2.82 -7.57 5.17 -0.02
C 5.72 5.80 8.10 -0.12
C 4.32 4.76 6.51 -0.15
C -6.50 0.40 -8.86 -0.44
C 2.20 3.86 -12.74 -0.05
C 5.73 -8.79 -2.40 -0.14
C -2.64 6.96 9.03 -0.09
C 3.67 2.60 -11.26 -0.16
C -6.88 -1.25 -7.02 -0.26
C -6.90 -3.70 4.61 -0.16
C 1.57 -1.70 -8.09 -0.06
C 5.77 1.36 7.94 -0.16
C 8.84 -6.32 0.00 -0.21
C -3.42 5.07 -2.06 -0.21
C -3.62 5.59 -3.52 -0.03
C -6.32 -0.71 -9.95 -0.65
C -8.99 -2.64 4.13 -0.09
C 4.27 3.35 5.82 -0.04
C -6.38 -6.60 6.40 -0.05
C 0.52 -2.94 0.31 -0.10
H -2.47 5.12 0.14 0.08
H 5.01 5.35 5.91 0.11
H -3.53 6.11 1.13 0.10
H 3.34 5.24 6.48 0.14
H -1.50 3.18 9.90 0.14
H 4.09 3.64 -9.30 0.14
H -6.40 -2.92 4.03 0.13
H -4.60 -7.44 7.22 0.13
H 4.12 1.60 -11.25 0.14
H -2.14 9.76 -4.13 0.13
H 0.94 -1.86 3.62 0.06
H 6.98 3.02 7.15 0.13
H 9.71 -5.68 -0.17 0.14
H -2.82 7.85 9.63 0.07
H 1.14 -2.69 -8.20 0.09
H -6.29 -5.31 3.15 0.14
H 6.41 5.46 8.86 0.10
H 1.92 3.84 -13.80 0.10
H 3.03 4.54 -12.58 0.09
H 6.21 6.21 7.21 0.09
H -8.81 -2.44 3.07 0.09
H -7.95 -1.07 -7.00 0.11
H 8.58 -6.27 1.05 0.13
H 1.16 -3.58 -0.30 0.05
H -2.32 6.28 11.05 0.12
H 5.76 -0.86 6.06 0.08
H -2.23 -7.18 6.00 0.08
H 5.22 6.63 8.59 0.10
H -4.23 -5.84 6.73 0.13
H 4.60 -1.63 7.04 0.09
H -0.44 -3.43 0.47 0.06
H -5.38 -1.50 -5.35 0.06
H 9.87 -9.43 -0.12 0.10
H -1.79 7.40 8.52 0.06
H -0.21 0.47 -8.50 0.15
H 8.76 -8.71 1.01 0.09
H 7.31 1.46 6.39 0.13
H -4.11 4.63 0.22 0.09
H 0.44 -2.10 -0.39 0.06
H 1.11 -1.37 -7.16 0.08
H 2.04 -3.34 1.70 0.10
H 1.30 1.31 -10.64 0.14
H -2.06 6.95 -3.37 0.17
H -0.21 -2.96 2.91 0.05
H 7.86 -5.27 -1.78 0.13
H -3.53 7.53 -2.70 0.14
H -0.16 -1.33 2.36 0.07
H -4.55 11.24 -1.95 0.10
H -2.76 -8.65 5.31 0.09
H -3.47 10.10 -5.06 0.14
H 5.85 -9.26 -3.37 0.14
H -6.83 -7.59 6.48 0.14
H -2.88 11.36 -2.60 0.09
H -4.69 5.60 -3.74 0.14
H -10.03 -2.97 4.07 0.10
H -7.79 -6.42 4.94 0.17
H -3.04 4.99 -4.22 0.14
H 5.16 2.18 8.33 0.11
H -4.21 11.83 -3.56 0.10
H 4.47 3.24 -11.63 0.13
H 7.23 -4.96 -0.13 0.13
H 2.63 4.03 -10.01 0.14
H -6.79 -2.20 -7.55 0.11
H 2.70 -8.39 -1.13 0.09
H 3.15 1.42 -8.79 0.17
H 3.66 -9.80 -0.89 0.09
H 1.30 0.84 -7.68 0.12
H -5.17 -5.06 4.50 0.12
H 6.63 -7.51 -0.22 0.16
H -7.56 0.63 -8.92 0.14
H 7.68 -8.18 -2.29 0.12
H 5.23 1.76 5.19 0.16
H 5.70 -6.53 -0.89 0.16
H -2.36 4.81 -2.05 0.11
H -4.43 7.99 -4.80 0.15
H -2.69 7.55 -5.46 0.14
H -8.78 -1.83 4.82 0.10
H 3.95 3.44 4.79 0.14
H -6.81 -5.85 7.06 0.14
H 10.43 -8.27 1.03 0.10
H -6.38 -7.09 4.53 0.15
H 2.64 -1.79 -7.86 0.08
H -6.98 -2.16 -5.05 0.06
H 6.44 0.97 8.70 0.14
H 6.73 -6.91 -3.17 0.14
H -6.80 -0.51 -4.94 0.06
H -3.42 6.65 8.34 0.08
H 2.81 -9.67 -2.40 0.09
H 1.38 4.31 -12.17 0.08
H 6.15 -1.32 7.68 0.09
H -2.29 -7.22 4.28 0.09
H -6.61 -3.55 5.65 0.12
H 5.75 -9.53 -1.60 0.13
H 0.64 2.54 -9.42 0.15
H -1.15 5.83 9.90 0.11
H 3.56 2.73 6.38 0.14
H -3.80 4.07 -1.90 0.13
H 6.24 3.02 5.05 0.17
H 2.44 2.38 -8.17 0.16
```

Values from the calculation:
E_LUMO (eV): -7.8
Kohn-Sham gap (eV): 0.919
Energy relative to the best compared isomer or geometry (same formula, charge and spin) (kJ/mol): 1481.3
Largest force on an atom (eV Å⁻¹): 4.50
Calculated total energy (Ha): -3768.29068
Net charge: +3

=====

No. 2
The following is a DFT calculation (ωB97M-V with the def2-TZVPD basis set) of 10 unconnected molecules or ions with the total composition C42H100N4O10 in a non-equilibrium geometry.

Geometry as XYZ:
```
156
Properties=species:S:1:pos:R:3:lowdin_charge:R:1
O -2.33 -3.10 6.21 -0.05
O -4.92 -0.85 -1.21 -0.12
O 4.73 2.93 2.22 -0.07
O 2.77 -3.41 -1.02 -0.04
O -4.63 3.06 -1.61 -0.10
O -1.89 3.36 0.09 -0.13
O -3.75 -0.82 3.26 -0.14
O -3.11 2.17 3.95 -0.12
O -2.73 0.68 -0.10 -0.13
O -0.10 3.94 -2.05 -0.07
N 3.62 2.07 2.35 -0.07
N -0.59 4.06 -3.42 -0.04
N 1.87 -3.55 -2.15 -0.07
N -1.78 -3.21 4.89 -0.07
C 0.51 -3.65 5.84 -0.02
C -0.99 6.36 -3.17 -0.05
C 0.15 -3.03 3.39 -0.13
C -4.39 -1.58 2.18 -0.09
C 2.57 -4.31 -3.24 -0.51
C -0.27 -1.30 5.01 -0.03
C -0.27 -4.36 2.69 -0.16
C 5.26 0.34 2.82 -0.02
C -1.20 1.63 -3.62 -0.01
C -0.28 2.80 -4.18 -0.49
C -0.72 2.95 -5.58 -0.16
C -0.71 5.39 -5.47 -0.14
C 1.34 5.62 -3.89 -0.01
C -4.39 -2.06 -1.74 -0.14
C 2.11 3.97 2.55 -0.02
C 0.40 -1.84 -1.25 -0.02
C 2.95 -0.29 1.92 -0.11
C -0.15 4.23 -6.20 -0.20
C 1.71 0.24 1.17 -0.17
C 0.43 -2.35 -3.74 -0.16
C 4.60 0.79 0.42 -0.03
C -4.91 4.06 -0.69 -0.18
C 2.34 -1.11 -2.76 -0.02
C 2.44 2.73 1.67 -0.44
C -1.77 -4.58 2.84 -0.13
C 1.31 -2.22 -2.51 -0.46
C -0.20 5.37 -3.98 -0.50
C -2.02 2.19 4.87 -0.16
C -3.79 -4.65 4.29 -0.03
C -1.59 0.02 0.40 -0.15
C -2.26 -4.58 4.32 -0.49
C 1.06 -3.01 -4.93 -0.19
C 2.65 3.27 0.20 -0.01
C 1.67 -4.33 -4.53 -0.13
C -1.72 -5.80 5.04 -0.03
C 3.97 -3.91 -3.63 -0.04
C 1.35 1.66 1.70 -0.12
C 4.12 0.73 1.83 -0.50
C 2.57 -5.77 -2.71 -0.03
C 1.17 2.31 -4.07 -0.02
C -0.36 -2.86 4.85 -0.52
C -1.66 4.10 1.22 -0.16
H -4.14 -4.83 5.31 0.09
H -1.74 3.86 -0.71 0.07
H 2.95 -5.79 -1.67 0.08
H -4.28 2.26 -1.17 0.06
H 4.91 0.27 3.86 0.09
H -3.84 -2.48 2.03 0.04
H -1.07 2.08 4.28 0.06
H -2.26 1.90 -3.62 0.09
H 1.27 1.30 -4.52 0.09
H 5.29 -0.01 0.14 0.09
H -1.80 -5.66 6.14 0.09
H -0.49 2.02 -6.18 0.14
H -5.68 3.79 0.04 0.09
H -4.56 -2.19 -2.83 0.08
H 5.62 -0.59 2.53 0.05
H 0.88 3.74 -2.07 0.08
H 0.73 -4.62 5.56 0.04
H -4.05 4.44 -0.13 0.05
H 1.67 3.62 3.52 0.10
H 1.52 2.25 -3.05 0.06
H 2.50 -0.90 -3.81 0.06
H -0.53 4.19 -7.24 0.12
H -1.84 3.46 2.02 0.05
H -2.04 3.18 5.28 0.07
H 1.59 5.49 -2.85 0.06
H -1.84 3.01 -5.66 0.14
H -0.18 -2.72 -0.99 0.09
H -3.26 1.25 3.74 0.02
H 0.83 -0.32 1.42 0.07
H -0.57 -1.04 6.09 0.11
H -0.95 7.41 -3.57 0.11
H 4.84 3.27 3.11 0.11
H 0.89 -5.06 -4.44 0.11
H 3.13 -6.39 -3.42 0.09
H 2.29 -3.87 -0.32 0.09
H 0.40 -5.15 3.01 0.10
H -5.38 -1.88 2.45 0.08
H -2.29 -6.67 4.80 0.08
H 0.50 2.03 1.19 0.09
H 1.04 -1.53 -0.47 0.03
H -2.35 5.00 1.42 0.11
H -4.24 -0.24 -1.00 0.00
H -4.14 -3.65 4.00 0.07
H -0.67 -6.01 4.87 0.07
H 2.36 -4.68 -5.32 0.12
H -4.42 -1.08 1.22 0.06
H -4.92 -2.86 -1.26 0.06
H -0.70 0.36 -0.15 0.06
H -0.19 -1.00 -1.56 0.06
H -0.08 -3.85 6.77 0.09
H -2.62 1.65 -0.01 0.06
H -0.41 -2.99 -3.44 0.13
H -2.40 -3.82 2.32 0.11
H -2.03 -5.57 2.49 0.11
H -3.32 -2.19 -1.57 0.06
H 3.66 3.64 0.09 0.07
H 1.74 6.60 -4.27 0.11
H 5.20 1.73 0.34 0.10
H -0.69 6.39 -2.11 0.08
H -0.64 4.56 1.27 0.08
H -1.96 1.41 5.69 0.09
H 1.27 -3.02 3.48 0.13
H 2.76 -0.48 2.99 0.11
H -0.89 -0.77 4.27 0.06
H 1.43 -3.10 6.11 0.10
H -2.10 -3.90 6.74 0.08
H 0.80 -1.06 4.83 0.08
H 1.77 -2.30 -5.40 0.12
H 1.47 4.73 2.13 0.06
H 1.50 -6.04 -2.66 0.08
H -0.19 -2.15 2.77 0.11
H 2.11 -0.19 -2.19 0.07
H -1.21 0.70 -4.17 0.07
H 3.99 -2.94 -4.11 0.07
H 0.28 -3.17 -5.65 0.11
H 3.24 -1.25 1.45 0.12
H 3.28 -1.40 -2.23 0.09
H -1.81 5.47 -5.57 0.13
H 2.55 2.39 -0.44 0.06
H -0.87 1.40 -2.66 0.04
H -0.39 6.36 -5.91 0.13
H 1.95 4.05 -0.04 0.07
H 1.02 1.62 2.73 0.10
H -4.12 -5.41 3.57 0.10
H 1.89 0.23 0.09 0.08
H 6.03 1.12 2.68 0.09
H 0.91 4.30 -6.27 0.10
H 4.34 -4.62 -4.34 0.08
H -2.03 6.08 -3.20 0.08
H 3.78 0.79 -0.28 0.05
H -1.38 0.25 1.46 0.09
H 4.61 -3.88 -2.73 0.10
H 1.87 4.80 -4.33 0.04
H 3.00 4.49 2.79 0.06
H -0.06 -4.16 1.62 0.10
H 1.88 2.94 -4.64 0.08
H -5.30 4.94 -1.20 0.08
H 0.00 -1.40 -4.02 0.11
H -3.14 -1.42 3.74 0.05
H -1.65 -1.03 0.25 0.06
```

Values from the calculation:
E_LUMO (eV): 0.4
Kohn-Sham gap (eV): 9.278
Energy relative to the best compared isomer or geometry (same formula, charge and spin) (kJ/mol): 339.2
Structure (SMILES): CC1(C)CCCC(C)(C)N1O.CC1(C)CCCC(C)(C)N1O.CC1(C)CCCC(C)(C)N1O.CC1(C)CCCC(C)(C)N1O.CO.CO.CO.CO.CO.CO
Largest force on an atom (eV Å⁻¹): 3.09
Calculated total energy (Ha): -2631.36717

=====

No. 3
The following is a DFT calculation (ωB97M-V with the def2-TZVPD basis set) of 12 unconnected molecules or ions with the total composition C42H101F6N11O8P in a non-equilibrium geometry.

Geometry as XYZ:
```
169
Properties=species:S:1:pos:R:3:lowdin_charge:R:1
P 19.85 -21.39 26.70 0.19
F 20.35 -22.61 25.73 -0.18
F 18.99 -22.43 27.58 -0.14
F 19.23 -20.15 27.56 -0.16
F 21.11 -21.49 27.69 -0.17
F 20.74 -20.35 25.82 -0.18
F 18.63 -21.18 25.66 -0.17
O 22.45 -27.87 29.12 0.00
O 18.46 -25.10 20.40 -0.01
O 21.75 -15.56 24.21 0.03
O 18.96 -16.57 26.25 0.02
O 25.12 -19.30 26.75 0.01
O 23.31 -15.37 26.99 0.01
O 20.92 -19.01 31.71 -0.01
O 16.52 -22.13 30.54 -0.01
N 24.74 -20.32 28.76 -0.19
N 24.19 -23.34 23.37 -0.19
N 22.41 -25.89 27.98 -0.17
N 14.20 -22.37 21.94 -0.17
N 20.50 -21.23 31.62 -0.18
N 18.49 -26.52 29.06 -0.20
N 18.66 -24.49 22.56 -0.17
N 15.36 -21.10 28.87 -0.18
N 22.97 -16.81 28.70 -0.17
N 21.76 -17.75 23.63 -0.17
N 17.83 -17.46 24.50 -0.19
C 18.99 -23.12 22.20 -0.03
C 20.38 -21.39 33.04 -0.05
C 18.30 -26.75 30.48 -0.25
C 16.98 -16.31 24.30 -0.05
C 14.10 -21.18 29.57 -0.06
C 25.35 -23.91 24.02 -0.27
C 25.96 -19.83 29.36 -0.05
C 21.33 -18.76 22.70 -0.07
C 18.75 -17.50 25.50 -0.33
C 12.12 -21.69 23.04 -0.09
C 15.47 -20.29 27.68 -0.05
C 23.99 -21.29 29.55 -0.05
C 17.90 -25.29 28.59 -0.27
C 22.35 -24.89 23.90 -0.07
C 26.64 -24.05 23.20 -0.09
C 14.97 -23.51 21.40 -0.27
C 23.00 -23.53 24.20 -0.25
C 23.58 -15.76 28.11 -0.34
C 24.39 -21.96 22.92 -0.23
C 23.76 -26.05 27.48 -0.04
C 18.55 -24.81 23.98 -0.05
C 16.35 -25.16 28.52 -0.07
C 23.36 -17.23 30.05 -0.05
C 13.09 -22.83 22.75 -0.27
C 15.79 -22.01 23.89 -0.06
C 14.34 -24.12 20.17 -0.09
C 21.93 -26.80 28.86 -0.35
C 17.68 -18.54 23.56 -0.07
C 16.50 -21.46 29.52 -0.32
C 24.54 -20.11 27.45 -0.35
C 18.66 -27.54 26.78 -0.08
C 22.87 -18.12 24.46 -0.06
C 21.72 -24.65 27.69 -0.04
C 23.38 -21.58 21.84 -0.08
C 18.16 -27.68 28.22 -0.23
C 21.31 -16.48 23.55 -0.35
C 20.76 -20.04 31.06 -0.34
C 22.04 -17.70 28.07 -0.04
C 20.09 -22.38 30.80 -0.04
C 18.43 -25.39 21.59 -0.36
C 15.12 -21.45 22.63 -0.25
C 19.07 -27.94 31.06 -0.08
H 22.48 -17.08 30.67 0.08
H 18.25 -19.41 23.89 0.07
H 24.43 -25.50 28.15 0.09
H 20.30 -22.28 29.73 0.06
H 21.76 -24.37 26.64 0.05
H 21.05 -17.47 28.48 0.10
H 22.22 -18.77 28.23 0.07
H 19.72 -27.32 26.62 0.07
H 21.01 -26.42 29.35 0.11
H 19.07 -27.80 32.14 0.07
H 22.09 -19.04 21.95 0.07
H 24.14 -27.07 27.54 0.08
H 18.82 -25.85 24.21 0.08
H 18.22 -24.47 29.24 0.10
H 16.40 -20.52 27.15 0.07
H 18.74 -28.50 28.65 0.10
H 18.21 -24.99 27.58 0.09
H 13.32 -21.64 28.97 0.08
H 20.77 -20.08 29.97 0.12
H 23.83 -25.73 26.44 0.06
H 15.15 -24.31 22.13 0.12
H 15.93 -16.56 24.44 0.08
H 26.53 -19.34 28.58 0.08
H 14.56 -20.54 22.86 0.10
H 22.98 -25.73 24.19 0.06
H 25.08 -24.91 24.36 0.10
H 18.10 -22.66 21.77 0.07
H 24.23 -16.72 30.45 0.08
H 20.73 -23.21 31.12 0.09
H 27.38 -24.56 23.83 0.07
H 23.81 -18.31 23.91 0.10
H 23.84 -20.93 30.56 0.09
H 18.51 -28.48 26.25 0.07
H 19.32 -18.44 25.48 0.11
H 16.12 -24.19 28.09 0.06
H 19.34 -22.53 23.04 0.08
H 24.39 -21.27 23.78 0.12
H 15.88 -21.02 21.97 0.11
H 25.39 -21.95 22.48 0.10
H 17.21 -15.51 24.99 0.08
H 19.81 -23.14 21.48 0.09
H 17.23 -26.76 30.76 0.11
H 16.42 -21.23 24.32 0.05
H 15.96 -23.15 21.12 0.10
H 17.42 -21.22 28.98 0.11
H 19.29 -24.21 24.50 0.06
H 15.03 -22.30 24.62 0.07
H 21.14 -22.10 33.38 0.09
H 18.25 -26.42 21.95 0.13
H 11.21 -22.02 23.56 0.07
H 23.53 -22.23 20.97 0.08
H 13.41 -23.32 23.68 0.11
H 22.36 -21.62 22.21 0.05
H 17.52 -24.62 24.28 0.08
H 14.31 -23.41 19.33 0.07
H 15.86 -25.30 29.48 0.07
H 22.27 -22.75 23.98 0.09
H 21.91 -17.50 27.01 0.08
H 22.16 -23.81 28.23 0.08
H 20.68 -20.48 33.57 0.08
H 26.59 -20.63 29.77 0.09
H 21.39 -24.95 24.43 0.04
H 11.82 -21.19 22.12 0.08
H 22.69 -19.00 25.07 0.07
H 19.04 -22.57 31.02 0.08
H 14.69 -20.58 26.97 0.08
H 18.08 -26.74 26.32 0.05
H 19.40 -21.73 33.37 0.09
H 24.60 -22.20 29.56 0.09
H 24.37 -15.32 28.74 0.12
H 17.08 -27.86 28.21 0.11
H 25.61 -23.35 24.93 0.12
H 23.65 -20.65 27.06 0.13
H 22.16 -25.02 22.83 0.08
H 20.48 -18.45 22.09 0.07
H 27.02 -23.10 22.85 0.06
H 15.48 -19.22 27.88 0.09
H 23.19 -17.27 25.06 0.08
H 20.55 -16.32 22.77 0.13
H 25.79 -19.14 30.19 0.08
H 23.53 -18.31 30.00 0.06
H 18.11 -18.30 22.57 0.08
H 15.96 -25.95 27.87 0.06
H 23.04 -21.55 29.07 0.06
H 13.37 -24.58 20.38 0.06
H 23.26 -23.53 25.26 0.10
H 21.09 -19.67 23.26 0.08
H 14.21 -21.72 30.51 0.08
H 20.09 -27.87 30.69 0.06
H 23.57 -20.55 21.54 0.06
H 12.57 -23.63 22.23 0.11
H 12.54 -20.90 23.66 0.06
H 20.66 -24.76 27.94 0.08
H 15.01 -24.91 19.82 0.07
H 17.10 -15.95 23.27 0.09
H 18.69 -28.91 30.76 0.06
H 13.68 -20.20 29.82 0.09
H 26.43 -24.72 22.37 0.08
H 16.42 -22.87 23.68 0.04
H 16.63 -18.75 23.38 0.08
H 18.75 -25.85 30.91 0.11
```

Values from the calculation:
E_LUMO (eV): 2.1
Kohn-Sham gap (eV): 8.527
Energy relative to the best compared isomer or geometry (same formula, charge and spin) (kJ/mol): 0.0
Largest force on an atom (eV Å⁻¹): 1.82
Calculated total energy (Ha): -3805.99405
Net charge: -1